1.
# C6H5NO3S

A 2-piece molecular cluster, C6H5NO3S overall at a distorted geometry (ωB97M-V/def2-TZVPD, the OMol25 dataset).

Results
orbital gap (spin up / spin down) = 5.5 / 8.6 eV
net charge = 0
2S+1 = 1

Element x y z (Å)
C: 2.1563 0.3397 0.2454
C: 1.4922 0.4564 1.4306
C: 1.5349 -0.1469 -0.9807
C: 0.1782 -0.0598 1.4988
C: 0.3227 -0.8080 -0.8685
C: -0.4031 -0.6638 0.3141
N: -2.9440 1.8912 -0.6586
O: -2.6187 1.9896 -1.7901
O: -2.7849 0.8722 -0.0154
O: -1.7022 -2.6553 -0.6739
S: -1.8345 -1.6040 0.3556
H: 3.1865 0.7865 0.1312
H: 1.9375 0.9689 2.3184
H: 2.1898 -0.0025 -1.9147
H: -0.5116 -0.0615 2.3297
H: -0.1990 -1.3028 -1.7217

=====

2.
# C3H28NO10

A 10-piece molecular cluster, C3H28NO10 overall at a distorted geometry (ωB97M-V/def2-TZVPD, the OMol25 dataset).

Results
orbital gap = 11.2 eV
net charge = +1
2S+1 = 1

Element x y z (Å)
C: 1.3882 -0.8569 -2.7035
C: 2.4863 -0.0432 -1.9180
C: 3.1203 -0.6937 -0.6736
O: 2.2405 -1.2079 0.2927
N: 0.1272 -0.8212 -1.8189
H: 1.6525 -1.8475 -2.9103
H: 1.1679 -0.2354 -3.6045
H: 3.1897 0.2753 -2.6634
H: 2.0790 0.9770 -1.5654
H: 3.7853 -1.4767 -1.0887
H: 3.6680 0.0632 -0.1930
H: 2.1082 -0.5667 1.0079
H: -0.1154 0.0902 -1.5784
H: 0.4523 -1.2500 -0.8624
H: -0.6235 -1.3921 -2.0556
H: -1.4782 1.6963 2.2780
H: -1.0808 2.4827 3.3803
O: -0.7958 2.3200 2.4465
H: -2.8767 0.9152 -0.3027
H: -3.4068 1.4991 0.7539
O: -3.4562 1.6171 -0.1628
H: -2.3152 1.6469 -2.8671
H: -1.0625 2.2853 -2.5109
O: -1.4251 1.7267 -3.0854
H: 0.8812 2.3844 2.2649
H: 2.5533 2.6953 1.9610
O: 1.7452 2.1335 1.9168
H: -2.2609 -0.6274 2.1186
H: -2.0817 0.0693 0.8938
O: -2.1573 0.3150 1.8291
H: 2.6498 -2.3654 2.5173
H: 1.9064 -1.5975 3.4218
O: 1.7818 -2.2788 2.8815
H: 0.1694 1.5521 0.5532
H: -0.7888 2.5305 0.0483
O: -0.3641 1.7593 -0.1992
H: -3.1657 -1.4724 -1.8788
H: -3.2497 -2.2823 -0.7420
O: -2.6886 -2.2434 -1.5356
H: -1.5791 -3.3009 1.9653
H: -0.6634 -2.1228 2.2745
O: -1.5172 -2.3520 2.1150

=====

3.
# CH12CuO9

CH12CuO9 as an isolated structure at a distorted geometry (ωB97M-V/def2-TZVPD, the OMol25 dataset).

Results
orbital gap = 4.4 eV
net charge = -1
2S+1 = 1

Element x y z (Å)
Cu: -0.2400 -0.1041 -0.3914
C: 0.3080 -0.3773 1.7432
O: 0.3854 -1.3199 0.8523
O: -0.2042 -0.7495 2.8971
O: 0.2072 0.8044 1.1768
O: -2.1907 0.2707 -0.3941
H: -2.7844 -0.3221 -0.0120
H: -2.4044 0.2543 -1.3661
O: 0.4524 0.8864 -1.8648
H: -0.3299 1.0662 -2.4109
H: 0.6498 1.6796 -1.3063
O: -2.7919 2.0236 1.4836
H: -2.4576 1.4407 0.7960
H: -2.1733 2.7146 1.5216
O: 2.8103 1.0537 0.8064
H: 3.1269 0.6262 1.6103
H: 1.9054 1.0336 0.9944
O: 2.5346 -1.7068 -0.4700
H: 2.8383 -0.9928 -1.0346
H: 1.6932 -1.5171 0.0128
O: -0.3281 -1.9237 -1.7336
H: -1.0342 -2.5323 -1.9621
H: 0.0271 -2.3086 -0.9489

=====

The records above yield E values of -24765.1621 -25523.2111 -64298.3926 eV, respectively.
The records above yield ΔE to the lowest compared entry with this formula, charge and spin values of 404.0 335.9 33.6 kJ/mol, respectively.